{"formula": "C35H37FHfP2", "method": "ωB97M-V/def2-TZVPD", "total_energy_ha": -2185.67715, "max_force_ev_per_a": 4.6, "total_charge": 2, "e_homo_ev": [-12.10, -12.08], "e_above_lowest_kj_mol": 493.5, "symbols": ["Hf", "C", "C", "C", "C", "C", "C", "C", "C", "C", "H", "H", "H", "H", "H", "H", "H", "H", "H", "H", "H", "H", "H", "H", "H", "P", "P", "C", "C", "C", "C", "C", "C", "C", "C", "C", "C", "C", "C", "C", "C", "C", "C", "C", "C", "C", "C", "C", "C", "C", "C", "C", "C", "H", "H", "H", "H", "H", "H", "H", "H", "H", "H", "H", "H", "H", "H", "H", "H", "H", "H", "H", "H", "H", "H", "F"], "xyz": [[0.917314, 0.135355, 1.324372], [-0.633776, -0.301216, 5.043397], [-1.100385, -0.308979, 3.779081], [-2.288398, 0.615359, 3.509301], [-2.000272, 1.806753, 2.570837], [-0.629569, 2.322740, 2.673872], [-0.133244, 2.699600, 3.880371], [-0.777534, 2.448189, 5.156443], [-0.711271, 1.019946, 5.779219], [1.022857, -1.914358, 0.661435], [0.177448, -1.001629, 5.280242], [-1.084271, -1.205121, 3.134207], [-2.749671, 0.970600, 4.402159], [-3.170634, 0.001706, 3.229008], [-2.390138, 1.518561, 1.604883], [-2.576006, 2.654397, 2.909255], [-0.223220, 2.812536, 1.745074], [0.821261, 3.332416, 3.867512], [-1.842043, 2.771180, 5.223632], [-0.258733, 3.085335, 5.911746], [0.212428, 1.072294, 6.408797], [-1.511299, 0.976687, 6.578917], [1.955511, -2.207213, 0.282289], [0.659180, -1.146384, -0.088366], [0.330937, -2.726736, 1.003319], [-0.502830, -1.799054, -1.249051], [1.559878, 0.891715, -1.161648], [-1.024020, -0.111808, -1.585763], [-0.199821, 0.977179, -1.674949], [-0.483074, -2.785795, -2.630973], [-1.573171, -2.581039, -3.485301], [-1.672189, -3.411344, -4.580939], [-0.737696, -4.434436, -4.782727], [0.200310, -4.752551, -3.788419], [0.339972, -3.937184, -2.675505], [-1.791341, -2.490759, -0.319873], [-2.459223, -1.628997, 0.555960], [-3.563817, -2.126129, 1.254325], [-3.819471, -3.502604, 1.339892], [-2.957796, -4.381954, 0.605227], [-2.049007, -3.853948, -0.332385], [2.392050, 1.029067, -2.946847], [2.174162, 0.006940, -3.907412], [2.617980, 0.172206, -5.211456], [3.344929, 1.316359, -5.568291], [3.630516, 2.300152, -4.614239], [3.140826, 2.149556, -3.304919], [1.948112, 2.513851, -0.444927], [3.187400, 2.505715, 0.220429], [3.539194, 3.608804, 0.997911], [2.611168, 4.648773, 1.183615], [1.422659, 4.637019, 0.458188], [1.092362, 3.605667, -0.386045], [-2.086599, -0.082874, -1.938254], [-0.546556, 1.924451, -2.141625], [-2.267547, -1.787952, -3.274913], [-2.500269, -3.251868, -5.271825], [-0.798972, -5.012482, -5.685587], [0.800930, -5.653694, -3.888161], [1.032157, -4.129746, -1.874226], [-2.164713, -0.590304, 0.615352], [-4.249648, -1.376763, 1.677415], [-4.636465, -3.891417, 1.892085], [-3.054951, -5.425707, 0.720357], [-1.598833, -4.543439, -1.028648], [1.622023, -0.913588, -3.639573], [2.413219, -0.575678, -5.945674], [3.702346, 1.444160, -6.592275], [4.221102, 3.148191, -4.873288], [3.359200, 2.948389, -2.566335], [3.844874, 1.615775, 0.231719], [4.507880, 3.631066, 1.503547], [2.824409, 5.421211, 1.930926], [0.741774, 5.440750, 0.600149], [0.176991, 3.580127, -0.913807], [2.273080, 0.083956, 2.627746]], "atomic_forces_ev_per_a": [[0.52, -0.48, 2.73], [1.95, 1.56, -2.23], [-2.10, -0.52, 0.30], [-0.55, -0.60, -0.54], [-1.38, -1.15, 0.67], [1.35, 0.84, -0.95], [1.87, 0.70, -2.07], [-0.71, 0.38, 1.94], [0.67, -0.69, 2.99], [-0.72, 1.60, 4.22], [-0.64, 0.07, 0.51], [0.40, 0.07, 0.28], [0.47, 0.46, 1.11], [0.71, 0.17, -0.87], [0.41, 0.34, -0.74], [-0.85, 0.21, -0.11], [0.02, -0.44, 0.93], [-1.35, -1.12, 0.11], [0.63, -0.02, -0.69], [-0.48, -0.46, -0.49], [-0.60, -0.42, -0.42], [0.65, 0.04, -0.88], [1.42, -0.58, -0.47], [0.58, -0.73, 0.21], [0.58, 0.89, -0.81], [0.48, -0.14, -1.47], [0.53, 0.95, -3.15], [-0.70, 1.09, -1.23], [-0.78, -0.73, 0.20], [-0.94, -1.16, -1.58], [1.33, -0.93, -0.52], [-0.32, -0.02, -0.63], [-0.26, 0.27, 0.78], [-0.10, -0.21, -0.35], [-0.85, 1.25, -0.89], [-0.64, 0.56, 1.01], [-0.67, -1.39, -0.06], [-0.40, 0.43, 0.36], [2.12, 0.21, -1.59], [-0.60, 2.32, 0.04], [-1.04, -0.71, 1.26], [-0.15, -0.96, 0.28], [-0.51, -0.04, 0.86], [0.37, 0.83, 0.49], [0.06, 0.22, 0.28], [-0.84, -1.35, 0.30], [0.17, 0.68, 0.61], [0.35, -1.03, 0.24], [0.03, 0.18, 0.64], [-0.11, 0.19, 0.23], [0.62, -0.58, -0.04], [0.39, 0.49, 0.51], [0.80, -0.55, 0.41], [0.83, 0.67, 0.35], [0.09, -0.69, 0.48], [-0.28, 0.09, -0.24], [0.33, -0.19, -0.05], [0.00, -0.31, -0.12], [-0.02, 0.22, -0.05], [0.29, -0.10, 0.02], [-0.34, 0.34, -0.07], [0.33, -0.63, 0.21], [-0.54, -0.22, 0.49], [-0.25, -1.02, -0.08], [0.33, 0.10, -0.04], [0.30, 0.61, -0.13], [-0.09, -0.40, -0.28], [-0.13, -0.10, 0.33], [0.24, 0.50, -0.09], [-0.18, -0.63, -0.55], [-0.37, 0.57, -0.28], [-0.39, -0.03, -0.09], [-0.11, -0.15, -0.55], [-0.50, 0.58, -0.01], [-0.83, 0.21, -0.42], [0.10, 0.56, -0.53]], "mulliken_charge": [1.12, -0.74, -0.13, -0.65, -1.09, -0.28, -0.15, -1.00, -0.76, -1.69, 0.43, 0.51, 0.49, 0.25, 0.22, 0.50, 0.74, 0.36, 0.38, 0.42, 0.43, 0.30, 0.64, 0.61, 0.47, 1.93, 0.72, -0.56, -0.91, 0.42, -0.56, -0.68, -0.54, -0.79, -0.43, 0.54, 0.25, -0.81, -0.82, -0.84, -0.66, 0.46, -0.14, -0.76, -0.48, -0.82, -0.31, 0.33, 0.04, -0.81, -0.61, -0.51, -0.66, 0.67, 0.67, 0.39, 0.41, 0.46, 0.43, 0.54, -0.20, 0.43, 0.50, 0.50, 0.40, 0.30, 0.48, 0.39, 0.46, 0.24, 0.46, 0.41, 0.47, 0.46, 0.38, -0.64]}

***

{"formula": "C4H4N2O2", "method": "ωB97M-V/def2-TZVPD", "total_energy_ha": -414.46190, "max_force_ev_per_a": 7.1, "total_charge": 0, "spin_multiplicity": 3, "e_homo_ev": [-7.40, -10.50], "e_above_lowest_kj_mol": 533.2, "symbols": ["C", "C", "C", "C", "N", "N", "O", "O", "H", "H", "H", "H"], "xyz": [[-1.791949, 0.178231, 0.835754], [-0.423278, 1.435162, -0.752509], [-0.824013, 0.385038, -0.121614], [0.401709, -1.101523, -0.384796], [-2.640699, -0.054997, 1.550067], [1.477193, -0.622692, 0.566183], [1.383921, -0.966022, 1.720787], [2.433720, -0.159566, 0.030857], [0.352470, 1.510211, -1.437607], [-0.947899, 2.379733, -0.445865], [-0.120025, -2.036307, -0.155067], [0.698851, -0.947266, -1.406189]], "atomic_forces_ev_per_a": [[0.43, 0.26, -0.64], [-2.02, 3.02, 1.25], [3.48, -4.36, -0.93], [-2.71, 2.96, 0.77], [-1.62, -0.47, 1.58], [-4.01, -1.28, -0.99], [-1.49, -2.05, 4.72], [5.14, 2.66, -4.18], [1.31, -0.13, -1.07], [0.56, -0.70, -0.74], [0.61, 0.29, 0.33], [0.32, -0.20, -0.11]], "nbo_charge": [0.20, -0.32, -0.09, -0.18, -0.25, 0.29, -0.30, -0.26, 0.22, 0.22, 0.24, 0.22]}

***

Question: Number 2 is which compound?
Answer: C4H4N2O2